Record 1
Below is 2 unconnected molecules or ions with the total composition C7H9N3O2S2, with properties calculated with ωB97M-V with the def2-TZVPD basis set.

Summary:
2S+1: 3
Frontier orbital gap (alpha / beta) in eV: 6.564 / 7.125

Each line ends with the natural charge from an NBO analysis.
Geometry (Å):
C  -2.907  -1.559  0.336  -0.22
C  -2.158  -2.579  -0.312  -0.37
C  -2.027  -0.548  0.648  0.54
C  -0.859  -2.197  -0.448  0.56
C  3.054  0.672  0.198  -0.31
C  2.645  1.660  1.173  -0.70
C  0.366  -0.185  0.333  -0.23
N  -0.547  2.069  -1.653  -0.32
N  -1.006  2.990  -0.996  -0.29
N  -0.662  -0.984  0.208  -0.43
O  -2.234  0.579  1.130  -0.57
O  0.210  -2.817  -0.970  -0.65
S  4.572  0.632  -0.352  0.00
S  1.903  -0.484  -0.397  0.45
H  -3.905  -1.678  0.500  0.23
H  -2.661  -3.416  -0.557  0.23
H  1.851  1.324  1.877  0.22
H  3.434  1.982  1.827  0.25
H  2.432  2.500  0.665  0.24
H  0.077  0.749  0.773  0.24
H  0.131  2.567  -2.263  0.30
H  -1.837  2.454  -0.450  0.31
H  0.129  -3.733  -1.269  0.52

Cartesian forces (eV/Å) of the 6 atoms listed first:
3.02 -2.63 -1.70
-1.25 2.55 1.21
1.19 3.00 0.80
1.36 0.00 0.61
-0.04 -0.94 -0.04
-0.39 -1.96 3.40



Record 2
Below is a single C3H2IN molecule, with properties calculated with ωB97M-V with the def2-TZVPD basis set.

Summary:
Frontier orbital gap in eV: 9.635
Energy above the lowest of the compared OMol25 structures with the same formula, charge and spin in kJ/mol: 25.2

Each line ends with the natural charge from an NBO analysis.
Geometry (Å):
N  -2.257  1.481  -0.901  -0.26
C  -1.338  0.911  -0.527  0.23
C  -0.239  0.113  -0.416  -0.36
C  0.385  -0.247  0.723  -0.27
I  2.123  -1.395  0.837  0.21
H  0.380  -0.058  -1.214  0.24
H  -0.044  0.295  1.542  0.22

Cartesian forces (eV/Å) of the 6 atoms listed first:
-0.75 0.64 0.19
-1.58 0.82 -0.76
3.28 -1.62 2.59
-1.06 1.07 -0.58
-0.67 0.49 0.03
0.49 -0.68 -2.83



Total energy list, top to bottom, in a.u.: -1383.0693 -467.9003
Maximum force list, top to bottom, in eV Å⁻¹: 4.47 4.48